{"formula": "CHClFNO2", "method": "wB97M-V/def2-TZVPD", "species": ["C", "N", "O", "O", "F", "Cl", "H"], "xyz": [[-0.370420, -0.439682, -0.274188], [-1.175598, -0.623869, 1.119750], [-1.066012, 0.311371, 1.804336], [-1.924306, -1.598933, 1.206229], [0.086062, -1.645018, -0.703671], [-1.738310, 0.090770, -1.301374], [0.596369, 0.203953, -0.208998]], "forces_ev_per_angstrom": [[0.438, -0.906, -0.061], [-0.264, -2.850, -3.236], [0.104, 2.070, 2.459], [1.523, 1.442, 0.138], [-0.617, 0.522, 0.367], [1.190, 0.161, 0.077], [-2.374, -0.439, 0.256]], "smiles": "O=[N+]([O-])[C@@H](F)Cl", "homo_ev": -11.46}

---

{"formula": "CHClN3O", "method": "wB97M-V/def2-TZVPD", "species": ["C", "N", "N", "N", "O", "Cl", "H"], "xyz": [[-0.830778, 0.028959, 1.605082], [0.584453, 1.568284, -1.879117], [0.431460, 0.884367, -1.044953], [-0.229538, -0.642535, 0.768669], [-1.303931, 0.706988, 2.378751], [-0.038028, -2.362301, 0.795156], [0.240959, -0.117526, -0.146693]], "forces_ev_per_angstrom": [[-0.601, 0.669, 1.751], [-0.078, -0.103, 0.281], [0.750, 1.283, -1.970], [1.554, -1.884, -2.241], [-0.281, 0.066, -0.032], [-0.276, 0.625, 0.303], [-1.069, -0.656, 1.907]], "charge": 1, "homo_ev": -16.63}

---

{"formula": "CHClN3O4", "method": "wB97M-V/def2-TZVPD", "species": ["C", "N", "N", "N", "O", "O", "O", "O", "Cl", "H"], "xyz": [[1.650294, 0.344428, 0.019454], [-0.663772, 0.843583, -0.591693], [0.403119, -0.015044, -0.502616], [-1.712572, 0.597349, 0.093141], [-1.678694, -0.482969, 0.812230], [2.165550, 1.407210, 0.103527], [-2.687882, 1.334112, 0.191743], [0.239924, -1.363791, -0.612144], [2.621068, -1.137884, 0.314206], [-0.337032, -1.526993, 0.172149]], "forces_ev_per_angstrom": [[-1.474, -0.432, -1.158], [0.468, 2.866, -2.367], [1.398, 0.013, 1.328], [0.865, -2.943, 3.112], [-0.438, 0.094, -0.019], [-0.133, 0.662, 0.342], [0.217, 0.556, -1.130], [-1.220, -0.734, -0.089], [0.664, 0.024, 0.332], [-0.347, -0.107, -0.351]], "charge": -1, "smiles": "O=C(Cl)N(O)N=[N+]([O-])[O-]", "homo_ev": -4.83}

---

{"formula": "CHClNO2S", "method": "wB97M-V/def2-TZVPD", "species": ["C", "N", "O", "O", "S", "Cl", "H"], "xyz": [[-1.005157, -0.056705, 0.902196], [-0.572192, 1.031571, 0.216268], [-0.105851, -1.067464, 1.041094], [-2.080422, -0.104757, 1.450220], [0.234135, 1.042264, -1.154809], [2.860235, 0.056677, -2.937649], [0.669252, -0.901586, 0.482680]], "forces_ev_per_angstrom": [[-0.379, -1.441, 0.848], [1.331, 1.658, -1.643], [-0.194, 0.115, 0.012], [0.325, -0.065, -0.290], [-0.638, -0.402, 0.718], [-0.356, 0.157, 0.392], [-0.089, -0.022, -0.037]], "charge": -1, "homo_ev": [-4.55, -4.64]}

---

{"formula": "CHClNO2S", "method": "wB97M-V/def2-TZVPD", "species": ["C", "N", "O", "O", "S", "Cl", "H"], "xyz": [[-1.079715, 0.816782, 0.415875], [-1.149477, -0.404785, 0.395928], [2.252825, -1.526999, -0.515210], [-0.112441, -1.105304, -0.173144], [1.258329, -0.695594, -1.064752], [0.528770, 1.577376, -0.149109], [-1.698291, 1.338523, 1.090413]], "forces_ev_per_angstrom": [[2.904, 1.570, 0.047], [0.082, -2.016, -0.967], [-0.042, 0.336, -0.190], [1.060, -0.668, -0.870], [-1.664, -0.388, 1.409], [-1.597, -0.050, 0.333], [-0.744, 1.216, 0.237]], "charge": 1, "homo_ev": -16.99}

---

{"formula": "CHClNOP", "method": "wB97M-V/def2-TZVPD", "species": ["C", "N", "O", "P", "Cl", "H"], "xyz": [[0.002721, -0.066847, 1.418394], [-1.198262, -0.223120, 1.352887], [1.163816, 0.019044, 1.536126], [-0.517106, 0.528157, -1.252673], [1.382953, 0.357615, -1.313791], [-0.834121, -0.614849, -1.740943]], "forces_ev_per_angstrom": [[-0.995, -0.467, 0.079], [0.248, 0.590, -2.108], [1.478, 0.239, 0.273], [-1.780, 3.703, 2.942], [1.873, -0.348, 0.039], [-0.823, -3.716, -1.225]], "homo_ev": [-9.87, -9.87]}

---

{"formula": "CHClO3", "method": "wB97M-V/def2-TZVPD", "species": ["Cl", "O", "C", "O", "O", "H"], "xyz": [[-0.815894, -3.533298, 0.372908], [-0.714750, 0.304357, 0.320168], [0.350756, 1.076497, -0.202276], [0.051335, 2.248220, -0.529307], [1.458162, 0.498494, -0.273778], [-0.329609, -0.594272, 0.312286]], "forces_ev_per_angstrom": [[-0.070, -0.233, 0.046], [0.789, -0.110, -0.422], [0.031, 0.435, -0.131], [-0.094, -0.278, 0.231], [-0.228, 0.059, 0.033], [-0.427, 0.128, 0.242]], "charge": -2, "homo_ev": -0.95}

---

{"formula": "CHClO3", "method": "wB97M-V/def2-TZVPD", "species": ["C", "O", "O", "O", "Cl", "H"], "xyz": [[2.505591, -0.552119, -0.013596], [-2.610026, 0.229720, -0.479653], [2.567774, 0.561318, -0.301592], [2.609300, -1.687595, 0.228624], [-1.890404, 1.550939, 0.299664], [-3.182235, -0.102265, 0.266551]], "forces_ev_per_angstrom": [[1.229, -1.273, -0.086], [-0.738, -0.173, 1.469], [-0.577, 0.741, 0.007], [-0.664, 0.539, 0.079], [0.106, 0.000, -0.219], [0.644, 0.165, -1.249]], "smiles": "O=C=O.OCl", "homo_ev": -10.68}

---

Number 1: E -21874.4234 eV. Number 2: E -20083.7241 eV. Number 3: E -26232.2594 eV. Number 4: E -29996.8135 eV. Number 5: E -29983.2792 eV. Number 6: E -26399.5087 eV. Number 7: E -19719.6241 eV. Number 8: E -19716.9324 eV.